Record 1
Computed, not measured: a structure of composition C47H52BrO2P2S5Y at a distorted geometry, with ωB97M-V with the def2-TZVPD basis set.

Strongest force on any atom, eV Å⁻¹: 1.7
Frontier orbital gap, eV: 4.25
Charge: -2
LUMO energy, eV: 3.52

Last column: Löwdin charge in e.
Atoms and positions in Å:
Y -0.01938 -0.93093 0.98904  1.25
C 7.88792 0.27133 2.21227  -0.07
C 7.45377 0.64866 0.79416  -0.56
C 7.74667 2.14479 0.59462  -0.06
C 8.28663 -0.17219 -0.20084  -0.05
C 5.96701 0.39134 0.56336  -0.19
C 5.13416 -0.17078 1.51740  -0.10
C 3.79173 -0.33158 1.24816  -0.50
Br 2.71976 -1.09299 2.66113  0.84
C 3.15077 0.01640 0.03267  -0.38
O 1.86974 -0.12344 -0.12242  -0.27
C 4.03702 0.53784 -0.96795  -0.08
C 5.37693 0.72094 -0.65288  -0.02
C 3.64584 0.91335 -2.41508  -0.52
C 2.19429 0.62188 -2.80825  -0.07
C 3.87959 2.41604 -2.63199  -0.04
C 4.53034 0.10859 -3.38414  -0.06
H 8.93705 0.53901 2.35861  0.08
H 7.78315 -0.80100 2.38708  0.09
H 7.29325 0.80465 2.95581  0.08
H 8.80658 2.35767 0.76477  0.08
H 7.15514 2.73514 1.29702  0.09
H 7.49086 2.46863 -0.41473  0.07
H 9.35596 -0.02429 -0.02074  0.08
H 8.06916 0.11876 -1.22990  0.07
H 8.06057 -1.23456 -0.09531  0.09
H 5.50200 -0.49449 2.48092  0.09
H 6.01323 1.14611 -1.42164  0.09
H 1.51149 1.25320 -2.24522  0.06
H 1.94387 -0.42034 -2.61946  0.09
H 2.06213 0.82799 -3.87600  0.09
H 3.23512 2.99096 -1.96452  0.07
H 3.63469 2.69245 -3.66215  0.08
H 4.91580 2.70235 -2.43895  0.07
H 4.37837 -0.95955 -3.21713  0.09
H 5.59207 0.32303 -3.25516  0.07
H 4.26327 0.33771 -4.41984  0.08
C -2.02343 -1.15419 -3.05980  -0.31
C -2.13980 -2.08928 -1.84751  -0.34
P -3.55629 -1.43546 -0.81534  1.04
C -3.17206 -1.64843 0.94490  -0.48
C -2.01842 -2.40196 1.25241  -0.33
C -1.99473 -2.26182 3.84450  -0.49
C -3.41182 -1.83059 4.02952  -0.14
C -4.26301 -1.25963 3.15842  -0.14
C -4.12263 -1.07008 1.74536  -0.20
C -4.75318 -2.81416 -1.14000  -0.32
C -5.09559 -3.11422 -2.46138  -0.12
C -6.01274 -4.11043 -2.75732  -0.11
C -6.61039 -4.83032 -1.73321  -0.12
C -6.27948 -4.54089 -0.41744  -0.08
C -5.36904 -3.53662 -0.11999  -0.06
C -1.51641 0.23977 -2.66044  -0.33
P -1.98951 0.84433 -0.95533  1.02
C -0.88488 2.35781 -1.02926  -0.35
C -1.04734 3.35361 -1.99563  -0.09
C -0.20755 4.45442 -2.03104  -0.09
C 0.80766 4.58909 -1.09140  -0.11
C 0.98043 3.61083 -0.12616  -0.08
C 0.13890 2.50731 -0.10302  -0.11
C -3.53297 1.80489 -1.22683  -0.39
C -4.43669 1.54742 -2.25240  -0.11
C -5.58688 2.30964 -2.38998  -0.09
C -5.86731 3.32342 -1.48491  -0.11
C -4.99126 3.56357 -0.43527  -0.09
C -3.83551 2.81024 -0.30813  -0.09
H -3.00092 -1.07597 -3.54431  0.07
H -1.33922 -1.57547 -3.80314  0.10
H -1.19839 -2.06841 -1.29080  0.04
H -2.32534 -3.11924 -2.14455  0.09
H -1.77653 -3.13538 0.48699  0.06
H -1.72140 -2.94891 4.64147  0.06
H -3.73798 -1.88557 5.06383  0.09
H -5.20381 -0.90732 3.57789  0.09
H -4.88629 -0.47240 1.24777  0.08
H -4.63098 -2.57134 -3.27798  0.09
H -6.25689 -4.32975 -3.79094  0.09
H -7.32172 -5.61561 -1.95993  0.09
H -6.71937 -5.11481 0.38900  0.10
H -5.10651 -3.33723 0.91067  0.10
H -1.78703 0.99140 -3.40615  0.08
H -0.42518 0.20596 -2.61005  0.06
H -1.84742 3.27065 -2.72220  0.10
H -0.34690 5.21608 -2.78963  0.09
H 1.46518 5.44957 -1.11909  0.10
H 1.77492 3.70007 0.60511  0.11
H 0.29266 1.73862 0.63951  0.05
H -4.24418 0.74383 -2.95047  0.08
H -6.27192 2.10547 -3.20427  0.10
H -6.76950 3.91352 -1.59079  0.09
H -5.21096 4.34360 0.28373  0.10
H -3.15388 2.99210 0.51557  0.11
S -0.84122 -6.93213 5.33946  0.29
C -1.27809 -5.84339 4.15140  -1.74
S -2.75598 -5.70451 3.41002  0.42
C -1.50988 -2.81411 2.54338  -0.48
C -0.37387 -3.59729 2.52346  -1.07
S 0.65731 -3.63660 1.10704  0.42
S 0.07089 -4.62509 3.88051  0.71
S -0.89582 -0.79155 4.35860  0.90
C -2.66339 1.62904 3.24716  -0.15
O -1.86404 0.85106 2.38019  -0.33
C -0.62377 0.30784 2.88036  -0.80
C 0.24250 1.43508 3.47010  -0.20
H -2.78247 1.12990 4.21102  0.06
H -3.63925 1.72603 2.76883  0.08
H -2.23433 2.62767 3.40305  0.08
H 0.25250 2.28456 2.78034  0.06
H 1.26584 1.09924 3.62659  0.01
H -0.14203 1.78978 4.43521  0.05



Record 2
Computed, not measured: an isolated molecule of CH2N2OS2 at a distorted geometry, with ωB97M-V with the def2-TZVPD basis set.

Strongest force on any atom, eV Å⁻¹: 4.5
Frontier orbital gap (alpha / beta), eV: 7.70 / 6.96
Spin multiplicity: 3
Charge: 0
LUMO energy (alpha / beta), eV: -0.06 / -3.19
⟨S²⟩: 2.03

Last column: Mulliken spin population.
Atoms and positions in Å:
C 0.69095 0.39546 -0.32022  -0.04
N 0.05453 -0.50130 0.42423  0.60
N 1.84973 0.86274 -0.38652  0.25
O -2.40636 -0.10273 0.21585  -0.01
S -0.41460 -1.56556 1.96630  1.19
S -1.43175 -1.20194 0.22467  -0.01
H -0.20402 0.63822 -0.94902  0.01
H 1.86152 1.47510 -1.17530  -0.01



Record 3
Computed, not measured: a structure of composition C26H43N3O3PTb at a distorted geometry, with ωB97M-V with the def2-TZVPD basis set.

Strongest force on any atom, eV Å⁻¹: 3.7
Frontier orbital gap (alpha / beta), eV: 6.89 / 6.83
Spin multiplicity: 7
Charge: +2
LUMO energy (alpha / beta), eV: -6.12 / -6.10
⟨S²⟩: 12.72

Last column: Mulliken spin population.
Atoms and positions in Å:
C -2.65972 1.05766 -0.73762  0.00
N -1.44797 0.98434 -1.31904  0.01
C -1.30551 1.21333 -2.63481  0.00
C -2.34913 1.72653 -3.39857  0.00
C -3.56889 1.98349 -2.76928  0.00
C -3.73535 1.60324 -1.42921  0.00
Tb 0.48458 0.44813 0.00995  5.95
C 1.95932 -1.77316 1.59278  -0.01
O 2.37449 -2.26435 2.53692  0.00
C 0.07279 0.90292 -3.20232  -0.01
N 1.18327 1.05737 -2.20352  0.02
C 1.72320 2.46939 -2.24084  -0.01
C 0.72835 3.51854 -1.78034  0.00
C -2.58271 0.83833 0.76788  0.03
P -1.81153 -0.61004 1.67994  0.00
C -2.94600 -2.10820 1.46350  -0.01
C -4.19323 -2.04845 2.35496  0.00
C -1.73000 0.11924 3.45797  0.00
C -1.13013 -0.95824 4.37483  0.00
C -0.82818 1.37384 3.49239  0.00
C -3.11621 0.54939 3.95134  0.00
C -3.42282 -2.15684 0.00378  0.00
C -2.07642 -3.33559 1.79430  0.00
C 2.29199 0.06396 -2.33736  0.00
C 2.37741 -0.61086 -3.69986  0.00
H -2.15763 1.96000 -4.45086  0.00
H -4.36843 2.46668 -3.31264  0.00
H -4.66979 1.77012 -0.90773  0.00
H -3.50672 1.12350 1.28178  0.00
H -0.71587 1.67945 4.54468  0.00
H 0.18322 1.21499 3.09036  0.00
H -1.27777 2.23218 2.97279  0.00
H -2.98869 1.01005 4.94215  0.00
H -3.57803 1.30092 3.29659  0.00
H -3.80967 -0.28766 4.07107  0.00
H -0.98391 -0.52685 5.37441  0.00
H -1.79152 -1.82530 4.48652  0.00
H -0.15306 -1.30766 4.01462  0.00
H -4.84875 -2.89975 2.10547  0.00
H -3.96044 -2.13420 3.42407  0.00
H -4.77428 -1.13219 2.16937  0.00
H -4.09031 -1.31397 -0.22082  0.00
H -2.57739 -2.13055 -0.69279  0.00
H -3.98845 -3.08802 -0.16626  0.00
H -1.74764 -3.33013 2.84054  0.00
H -2.64982 -4.26090 1.63687  0.00
H -1.18774 -3.35991 1.15303  0.00
H 0.04648 -0.12892 -3.57583  0.00
H 0.26767 1.55070 -4.06706  0.00
H 2.62860 2.48633 -1.61246  0.00
H 2.03932 2.67045 -3.28150  0.00
H 2.17644 -0.71020 -1.54297  0.01
H 3.23753 0.57799 -2.10918  0.00
H 2.18919 0.09439 -4.51822  0.00
H 3.38638 -1.01290 -3.84077  0.00
H 1.68134 -1.45433 -3.78035  0.00
H 1.24322 4.48544 -1.75807  0.00
H -0.11395 3.61237 -2.47607  0.00
H 0.33748 3.34019 -0.76878  0.00
C -0.01765 -2.63879 -1.21949  0.00
H 0.31210 -2.38091 -2.24648  0.00
H -0.83734 -3.37607 -1.30455  0.00
H 0.83679 -3.15754 -0.73663  0.00
O -0.44162 -1.49776 -0.51197  0.02
H -1.70681 1.52389 1.03882  0.00
O 1.86823 1.51240 1.23115  0.00
N 2.87233 2.27080 1.75552  0.00
C 4.07763 1.68235 1.96501  0.00
C 5.14829 2.47713 2.34882  0.00
C 4.94963 3.84142 2.57044  0.00
C 3.68986 4.40142 2.36131  0.00
C 2.63775 3.59425 1.95704  0.00
H 4.15472 0.60967 1.77211  0.00
H 6.12029 2.00872 2.47331  0.00
H 5.77749 4.46535 2.89546  0.00
H 3.50837 5.46568 2.49588  0.00
H 1.62743 3.96335 1.76728  0.00